# 1
{
  "formula": "C24H35N3O5S",
  "method": "ωB97M-V/def2-TZVPD",
  "symbols": ["C", "C", "H", "H", "C", "N", "C", "C", "C", "C", "H", "H", "H", "H", "H", "H", "H", "H", "C", "H", "C", "C", "N", "C", "O", "C", "H", "H", "S", "O", "O", "C", "C", "C", "O", "C", "N", "C", "C", "C", "C", "C", "C", "H", "H", "H", "O", "C", "H", "H", "H", "H", "C", "H", "H", "H", "H", "H", "H", "H", "H", "H", "H", "H", "H", "H", "H", "H"],
  "coordinates": [[-4.678188, -0.766724, -1.324721], [-4.054970, 0.068718, -0.213610], [-4.843058, 0.590514, 0.329830], [-3.555444, -0.603880, 0.487110], [-3.016405, 1.075508, -0.753361], [-2.032948, 1.517341, 0.225439], [-2.594319, 2.337910, 1.280375], [-3.195222, 3.607876, 0.687448], [-4.266764, 3.244531, -0.332423], [-3.666128, 2.314579, -1.381480], [-4.430415, 2.004420, -2.094745], [-2.894121, 2.858694, -1.928585], [-4.652191, 4.145169, -0.814690], [-5.103021, 2.757224, 0.172513], [-3.613955, 4.224842, 1.484555], [-2.403066, 4.172795, 0.193320], [-1.787675, 2.603730, 1.967533], [-3.362639, 1.797604, 1.861476], [-1.163621, 0.467255, 0.717374], [-1.523737, 0.049776, 1.672064], [0.272034, 0.965928, 0.901450], [0.830992, 1.487595, -0.416542], [2.227805, 1.842276, -0.276687], [3.168333, 1.411457, -1.124895], [2.947943, 0.816230, -2.163418], [4.582369, 1.791734, -0.710409], [4.702967, 2.873392, -0.695239], [5.316677, 1.350519, -1.377748], [5.010066, 1.275149, 0.989020], [6.333504, 1.767246, 1.263388], [3.959088, 1.720019, 1.869758], [5.115642, -0.561992, 1.000686], [4.075182, -1.191204, 0.173697], [4.120563, -1.607787, -1.133961], [2.909194, -2.116964, -1.438420], [2.167411, -1.994720, -0.320984], [2.824618, -1.452977, 0.664961], [0.790750, -2.440302, -0.290998], [0.164452, -2.602032, 0.945241], [-1.165684, -2.992484, 0.997278], [-1.858614, -3.230381, -0.193900], [-1.226959, -3.076924, -1.411240], [0.098309, -2.681314, -1.473222], [0.594818, -2.545407, -2.420671], [-1.774194, -3.264361, -2.322975], [-2.892161, -3.531913, -0.133345], [-1.879121, -3.160949, 2.141387], [-1.236721, -2.927421, 3.372722], [-0.396595, -3.612208, 3.522645], [-1.991099, -3.109095, 4.136583], [-0.880814, -1.895289, 3.450307], [0.744182, -2.408938, 1.831936], [5.166205, -1.560463, -2.181557], [6.130144, -1.313171, -1.745842], [4.892945, -0.806137, -2.919956], [5.231375, -2.521120, -2.689088], [6.120514, -0.780267, 0.652354], [4.999124, -0.828896, 2.048002], [2.527527, 2.165986, 0.636616], [0.254654, 2.361463, -0.735550], [0.759387, 0.725480, -1.196832], [0.895442, 0.144114, 1.256965], [0.304203, 1.764778, 1.643986], [-1.149446, -0.341318, -0.015478], [-2.445502, 0.563426, -1.539593], [-3.907831, -1.313800, -1.864225], [-5.214328, -0.140060, -2.033397], [-5.381476, -1.484771, -0.908218]],
  "atomic_forces_ev_per_a": [[0.01, 0.12, 0.21], [0.20, 0.08, -0.21], [0.00, -0.02, 0.13], [-0.01, 0.00, 0.11], [-0.18, -0.03, -0.15], [0.00, 0.04, 0.01], [0.10, 0.28, -0.06], [-0.18, -0.17, 0.18], [0.21, 0.07, -0.08], [-0.08, -0.18, 0.05], [0.00, 0.00, -0.09], [0.02, 0.00, -0.08], [-0.08, -0.03, 0.02], [-0.09, 0.02, 0.03], [0.03, 0.05, 0.02], [0.07, 0.06, 0.02], [-0.05, -0.05, 0.05], [0.04, -0.01, 0.04], [0.28, 0.19, 0.14], [-0.04, -0.10, -0.08], [-0.21, -0.11, -0.27], [-0.23, 0.00, -0.03], [-0.17, 0.09, 0.18], [-0.10, 0.30, 0.12], [0.04, -0.10, -0.38], [0.11, -0.67, 0.63], [0.09, 0.05, 0.14], [-0.01, -0.03, -0.07], [0.60, 0.21, 0.03], [0.22, -0.10, -0.21], [-0.29, -0.22, 0.09], [-0.10, 0.83, -0.33], [0.01, -0.67, -1.15], [0.66, 0.41, 0.92], [-0.16, -0.16, -0.28], [0.69, 0.57, 0.89], [-0.84, -0.29, -0.04], [-0.54, -0.28, -0.38], [-0.03, -0.04, 0.11], [0.03, 0.00, -0.20], [0.02, 0.02, 0.18], [-0.11, -0.02, 0.08], [0.26, 0.11, 0.13], [0.04, 0.01, -0.11], [-0.06, -0.01, -0.07], [-0.14, -0.04, 0.01], [-0.12, -0.04, -0.34], [0.11, 0.04, 0.22], [-0.01, 0.03, -0.01], [0.10, 0.03, -0.02], [0.00, -0.03, -0.01], [0.02, 0.03, 0.16], [-0.42, -0.06, -0.07], [0.07, 0.00, 0.02], [0.06, 0.06, -0.04], [0.11, -0.06, -0.02], [0.10, 0.01, 0.02], [0.06, 0.08, 0.10], [0.03, -0.03, -0.18], [0.02, -0.16, -0.06], [-0.03, 0.06, 0.02], [0.05, 0.04, 0.09], [0.02, 0.03, 0.15], [-0.04, -0.08, 0.01], [-0.06, 0.00, 0.04], [0.07, -0.08, -0.10], [-0.08, 0.01, -0.13], [-0.09, -0.09, -0.05]],
  "nbo_charge": [-0.602, -0.431, 0.197, 0.206, -0.025, -0.477, -0.214, -0.401, -0.399, -0.404, 0.205, 0.208, 0.210, 0.192, 0.205, 0.200, 0.199, 0.161, -0.204, 0.174, -0.413, -0.231, -0.608, 0.668, -0.646, -0.747, 0.273, 0.257, 2.154, -0.943, -0.958, -0.649, 0.001, 0.324, -0.394, 0.466, -0.462, -0.019, -0.307, 0.313, -0.245, -0.197, -0.232, 0.229, 0.220, 0.228, -0.492, -0.253, 0.179, 0.203, 0.179, 0.244, -0.671, 0.224, 0.254, 0.236, 0.253, 0.272, 0.428, 0.209, 0.219, 0.227, 0.195, 0.204, 0.197, 0.200, 0.201, 0.209],
  "e_homo_ev": -8.1,
  "smiles": "CC[C@H]1CCCCN1CCCNC(=O)CS(=O)(=O)Cc1nc(-c2cccc(OC)c2)oc1C",
  "relative_energy_kcal_mol": 17.5,
  "energy_ha": -1874.2047,
  "e_lumo_ha": 0.01570,
  "multiplicity": 1,
  "fmax_ev_per_a": 1.33
}



# 2
{
  "formula": "C30H19CrNO6",
  "method": "ωB97M-V/def2-TZVPD",
  "symbols": ["C", "C", "C", "N", "O", "O", "C", "C", "C", "O", "H", "H", "H", "H", "O", "C", "Cr", "C", "O", "C", "O", "C", "C", "C", "C", "C", "C", "C", "C", "C", "C", "C", "C", "C", "C", "C", "C", "C", "C", "C", "C", "C", "H", "H", "H", "H", "H", "H", "H", "H", "H", "H", "H", "H", "H", "H", "H"],
  "coordinates": [[0.483648, 2.231033, -3.257267], [0.163144, 1.675778, -4.465371], [-0.739356, 0.588426, -4.536845], [-1.157224, 0.084194, -5.798847], [-1.979845, -0.862931, -5.817408], [-0.692545, 0.611665, -6.836320], [-1.262865, 0.027801, -3.348643], [-0.939016, 0.556114, -2.130875], [-0.124826, 1.770273, -1.997044], [-0.001591, 2.374448, -0.912420], [1.164211, 3.079637, -3.196654], [0.582730, 2.058802, -5.392626], [-1.933460, -0.823625, -3.426619], [-1.331623, 0.120492, -1.212513], [3.131678, -2.225372, -2.788380], [2.851815, -2.480918, -1.684438], [2.447971, -2.765185, 0.141021], [2.353573, -0.893463, 0.257400], [2.360233, 0.271451, 0.289976], [4.278059, -2.565578, 0.574829], [5.404089, -2.366718, 0.815399], [2.260026, -4.934695, 0.256218], [1.238930, -4.412748, -0.546770], [0.429014, -3.369802, -0.072817], [0.593454, -2.839164, 1.229805], [-0.102889, -1.594417, 1.582599], [-0.560860, -0.460040, 1.711171], [-1.013319, 0.861717, 1.840824], [-0.138274, 1.768299, 2.602102], [0.903409, 1.194448, 3.392347], [1.812561, 1.984926, 4.095088], [1.716762, 3.378243, 4.075991], [0.689085, 3.978823, 3.336325], [-0.206971, 3.182995, 2.608333], [-2.298915, 1.164166, 1.199296], [-3.125691, 0.070127, 0.796999], [-4.324211, 0.269010, 0.112235], [-4.779661, 1.555467, -0.178724], [-4.014573, 2.655798, 0.230127], [-2.795051, 2.454414, 0.889865], [1.651842, -3.362570, 2.014890], [2.462740, -4.405585, 1.538011], [2.921472, -5.714604, -0.131325], [1.097288, -4.784007, -1.560574], [-0.320155, -2.917588, -0.726333], [0.996127, 0.108696, 3.434589], [2.612990, 1.507192, 4.662468], [2.435374, 3.995704, 4.624587], [0.601919, 5.071205, 3.327210], [-0.954652, 3.675725, 2.009737], [-2.800414, -0.947966, 1.020921], [-4.908662, -0.595075, -0.208175], [-5.715537, 1.708209, -0.725699], [-4.371032, 3.669199, 0.014505], [-2.194387, 3.316924, 1.123550], [1.861650, -2.919568, 2.991940], [3.281812, -4.779786, 2.152329]],
  "atomic_forces_ev_per_a": [[-0.41, -0.01, 0.82], [0.35, 0.19, -0.25], [-0.43, -0.20, -0.74], [0.61, 0.69, 1.79], [-1.00, -1.20, 0.21], [0.74, 0.81, -1.18], [-0.18, -0.47, 0.16], [0.32, 0.75, 0.27], [-0.14, -0.86, -1.44], [0.23, 0.29, 0.55], [-0.15, -0.13, 0.01], [-0.15, -0.17, 0.18], [0.19, 0.16, -0.13], [0.03, 0.14, -0.18], [-0.74, -0.81, 2.59], [0.81, 0.88, -2.27], [1.79, 0.22, -0.72], [0.04, 2.87, 0.00], [-0.05, -2.83, 0.00], [1.86, 0.65, 0.07], [-2.32, -0.60, -0.36], [0.38, -0.83, -0.29], [-0.17, -0.11, -0.22], [-1.51, 0.28, -0.47], [0.01, 1.14, -0.21], [-0.20, 0.33, 0.06], [0.66, -1.61, -0.06], [-0.16, 0.42, 0.03], [0.70, 0.09, 0.48], [-0.10, 0.39, -0.15], [-0.22, -0.09, -0.13], [-0.27, 0.13, -0.17], [0.08, -0.56, 0.05], [0.17, -0.01, 0.17], [-0.79, -0.25, -0.46], [0.05, 0.42, 0.01], [0.20, -0.03, 0.13], [0.17, 0.28, 0.13], [0.16, -0.51, 0.10], [-0.16, -0.13, -0.09], [-0.29, 0.33, 1.50], [0.07, -0.03, 0.28], [-0.28, 0.34, 0.17], [0.07, 0.17, 0.24], [0.24, -0.22, 0.22], [0.00, 0.35, -0.03], [-0.24, 0.09, -0.14], [-0.28, -0.26, -0.20], [-0.04, -0.49, -0.13], [0.34, 0.09, 0.24], [-0.12, 0.33, -0.10], [0.18, 0.21, 0.12], [0.37, -0.09, 0.22], [0.30, -0.40, 0.09], [-0.35, -0.09, -0.23], [-0.15, -0.21, -0.36], [-0.21, 0.21, -0.18]],
  "nbo_charge": [-0.200, -0.291, 0.188, 0.329, -0.589, -0.581, -0.248, -0.228, 0.323, -0.581, 0.204, 0.244, 0.233, 0.202, -0.491, 0.792, -1.182, 0.790, -0.480, 0.789, -0.522, -0.235, -0.165, -0.168, -0.058, -0.061, 0.112, -0.068, 0.033, -0.202, -0.222, -0.216, -0.202, -0.195, -0.090, -0.182, -0.221, -0.202, -0.230, -0.102, -0.220, -0.146, 0.245, 0.251, 0.256, 0.218, 0.208, 0.207, 0.210, 0.204, 0.220, 0.213, 0.212, 0.212, 0.193, 0.248, 0.241],
  "e_homo_ev": [-1.5, -5.1],
  "relative_energy_kcal_mol": 0.0,
  "energy_ha": -2705.0953,
  "e_lumo_ha": [0.06990, 0.02297],
  "multiplicity": 4,
  "fmax_ev_per_a": 2.87,
  "charge": -1
}



# 3
{
  "formula": "C5H7NO",
  "method": "ωB97M-V/def2-TZVPD",
  "symbols": ["C", "C", "C", "C", "C", "N", "O", "H", "H", "H", "H", "H", "H", "H"],
  "coordinates": [[2.334092, 0.343061, 0.172526], [0.141461, 0.718220, -1.083590], [-0.176445, 1.578316, 0.044302], [0.996931, -0.077472, -0.067324], [0.395229, -1.267553, 0.615506], [3.455549, 0.637645, 0.269451], [-1.277473, 1.381866, 0.891045], [-0.654759, 0.211253, -1.410697], [0.800119, 1.202341, -1.753132], [0.321061, 2.516870, 0.050678], [-0.406676, -1.910411, 0.120110], [-0.132076, -1.185265, 1.619677], [1.049658, -2.068231, 0.897158], [-1.965532, 0.897702, 0.443288]],
  "atomic_forces_ev_per_a": [[0.82, -0.18, -0.43], [2.75, 0.92, 2.40], [-0.40, -2.61, 0.94], [-2.05, 1.88, 0.55], [-2.29, -1.60, 1.46], [-1.07, -0.15, 0.07], [1.97, 0.95, -0.86], [-2.69, -2.19, -1.92], [0.11, 0.39, -1.23], [0.32, 0.53, 0.98], [0.90, 1.42, -0.53], [0.61, 1.09, -0.84], [1.34, -0.05, -0.21], [-0.30, -0.41, -0.39]],
  "nbo_charge": [0.246, -0.445, 0.227, -0.169, -0.665, -0.350, -0.667, 0.212, 0.239, 0.201, 0.217, 0.227, 0.248, 0.480],
  "e_homo_ev": -8.2,
  "relative_energy_kcal_mol": 81.1,
  "energy_ha": -324.5952,
  "e_lumo_ha": 0.01790,
  "multiplicity": 1,
  "fmax_ev_per_a": 3.96
}